C3H7NO | ωB97M-V with the def2-TZVPD basis set

Output
Energy above the lowest of the compared OMol25 structures with the same formula, charge and spin in kJ/mol: 90.2
E_LUMO in eV: 0.73
Frontier orbital gap in eV: 11.1
SMILES string: CN=C=O.C
Maximum force in hartree/bohr: 0.014

The geometry in XYZ format:
```
12
Properties=species:S:1:pos:R:3:forces:R:3
C -2.06213 -0.21656 -0.29918 -0.174 -0.101 0.110
N -0.91847 0.17312 -1.07701 0.529 -0.189 -0.409
C 0.04479 -0.32035 -1.59844 0.046 0.026 -0.092
O 1.02206 -0.68677 -2.14200 -0.607 0.219 0.326
H -2.28340 -1.28127 -0.41805 0.007 0.148 0.024
H -2.92798 0.36467 -0.62308 0.114 -0.090 0.057
H -1.88636 -0.00673 0.76073 -0.001 -0.021 -0.161
C 1.80540 0.39417 1.08124 -0.007 0.003 0.024
H 0.85222 -0.02822 0.75912 0.170 0.053 0.121
H 1.96392 1.34448 0.56556 -0.016 -0.138 0.084
H 2.61347 -0.29629 0.83083 -0.112 0.100 0.048
H 1.77649 0.55973 2.16027 0.051 -0.008 -0.132
```
Forces are in eV/Å.

***

C3H7NO | ωB97M-V with the def2-TZVPD basis set

Output
Energy above the lowest of the compared OMol25 structures with the same formula, charge and spin in kJ/mol: 138.6
E_LUMO in eV: 1.14
Frontier orbital gap in eV: 10.9
SMILES string: C/N=C/OC
Maximum force in hartree/bohr: 0.009

The geometry in XYZ format:
```
12
Properties=species:S:1:pos:R:3:forces:R:3
C -1.94430 0.48913 0.30866 -0.235 0.068 0.040
N -0.60681 -0.04043 0.17488 0.328 0.253 -0.206
C 0.25357 0.66623 -0.41745 -0.279 -0.086 0.129
O 1.52740 0.28521 -0.58682 -0.058 0.063 -0.014
C 1.84246 -0.98582 -0.02782 0.114 -0.244 0.086
H -2.08587 1.48132 -0.14960 0.066 -0.140 0.047
H -2.65747 -0.20720 -0.14536 0.088 0.115 0.063
H -2.19709 0.56150 1.37216 0.010 0.001 -0.160
H 0.08849 1.65706 -0.85830 -0.045 -0.145 0.079
H 1.62559 -0.99504 1.04434 0.059 -0.009 -0.142
H 1.24794 -1.77122 -0.50411 0.099 0.098 0.061
H 2.90610 -1.14073 -0.21057 -0.146 0.027 0.016
```
Forces are in eV/Å.

***

C3H7NO | ωB97M-V with the def2-TZVPD basis set

Output
Energy above the lowest of the compared OMol25 structures with the same formula, charge and spin in kJ/mol: 102.2
E_LUMO in eV: 0.85
Frontier orbital gap in eV: 10.3
SMILES string: CN(C)C=O
Maximum force in hartree/bohr: 0.021

The geometry in XYZ format:
```
12
Properties=species:S:1:pos:R:3:forces:R:3
C -0.43216 1.30105 0.45456 0.034 0.376 0.124
N -0.04246 -0.03861 -0.04832 -0.048 -0.523 -0.130
C 1.30326 -0.54359 -0.47599 -0.236 0.054 0.070
C -1.08155 -0.92671 0.01214 -0.074 0.068 0.041
O -2.19926 -0.62167 0.38099 0.066 -0.457 -0.076
H -0.00278 2.11773 -0.13340 0.327 -0.300 0.146
H -0.21736 1.42581 1.53129 0.361 -0.086 -0.468
H -1.53511 1.44550 0.40921 0.860 -0.578 -0.323
H 2.09541 -0.50154 0.28797 -0.532 0.348 0.083
H 1.24219 -1.61749 -0.73551 -0.444 0.513 0.231
H 1.71214 -0.07656 -1.38513 -0.460 0.290 0.318
H -0.84233 -1.96392 -0.29780 0.146 0.296 -0.016
```
Forces are in eV/Å.

***

C3H7NO | ωB97M-V with the def2-TZVPD basis set

Output
Energy above the lowest of the compared OMol25 structures with the same formula, charge and spin in kJ/mol: 79.5
E_LUMO in eV: 0.81
Frontier orbital gap in eV: 10.5
SMILES string: CCNC=O
Maximum force in hartree/bohr: 0.010

The geometry in XYZ format:
```
12
Properties=species:S:1:pos:R:3:forces:R:3
C -1.18845 0.56733 0.61382 0.203 0.130 0.017
C -0.65504 -0.67692 -0.10157 0.174 -0.242 -0.118
N 0.78515 -0.63801 -0.43979 -0.071 0.041 -0.255
C 1.69982 0.35199 -0.28426 -0.036 0.202 0.167
O 1.62282 1.31722 0.44915 0.228 -0.090 -0.205
H -1.80234 0.28989 1.47730 0.091 0.070 -0.231
H -1.78787 1.17441 -0.07174 0.080 -0.067 0.184
H -0.33456 1.16661 0.94465 -0.515 -0.076 0.099
H -1.18133 -0.81740 -1.05318 0.009 -0.029 0.174
H -0.83350 -1.58284 0.48873 0.071 0.168 -0.014
H 1.08604 -1.34305 -1.09313 -0.124 -0.008 -0.014
H 2.58925 0.19077 -0.92999 -0.109 -0.101 0.194
```
Forces are in eV/Å.

***

C3H7NO | ωB97M-V with the def2-TZVPD basis set

Output
Energy above the lowest of the compared OMol25 structures with the same formula, charge and spin in kJ/mol: 353.2
E_LUMO (spin up / spin down) in eV: 1.13 / -2.08
2S+1: 3
Frontier orbital gap (spin up / spin down) in eV: 6.4 / 7.4
Maximum force in hartree/bohr: 0.248
Expectation value of S²: 2.01

The geometry in XYZ format:
```
12
Properties=species:S:1:pos:R:3:forces:R:3
C -1.80631 -0.39252 -0.60991 -8.301 -2.408 -2.766
C -0.56499 -0.03821 -0.27915 12.403 1.660 2.499
C -0.08794 1.20081 0.47152 -0.955 -1.973 -2.247
N 1.71321 -0.94931 0.30181 -1.251 -1.836 0.375
O 0.80732 -0.90588 -0.82353 -3.349 1.580 1.959
H -2.20039 -1.25698 -1.20266 0.686 1.118 0.810
H -2.47093 0.38055 -0.21328 -0.519 -0.641 -0.475
H 0.87943 0.97088 0.78529 1.322 -0.418 1.413
H 0.10266 2.05428 -0.12958 -0.129 1.071 -1.496
H -0.76244 1.58459 1.18584 -0.780 -0.146 1.316
H 1.81819 -1.96643 0.61367 -0.425 1.706 -0.853
H 2.57218 -0.68178 -0.10001 1.297 0.287 -0.535
```
Forces are in eV/Å.

***

C3H7NO2 | ωB97M-V with the def2-TZVPD basis set

Output
Energy above the lowest of the compared OMol25 structures with the same formula, charge and spin in kJ/mol: 147.3
E_LUMO in eV: 0.64
Frontier orbital gap in eV: 9.8
SMILES string: C[C@H](N)C(=O)O
Maximum force in hartree/bohr: 0.073

The geometry in XYZ format:
```
13
Properties=species:S:1:pos:R:3:forces:R:3
C -1.23338 -1.02364 0.26403 1.298 1.546 0.874
C -0.25394 0.15216 0.18277 1.273 1.331 1.298
N -0.61185 1.16997 -0.73765 2.956 1.007 -2.070
C 1.18194 -0.27259 -0.22180 -1.896 -0.934 1.587
O 1.29807 -1.32007 -0.79228 1.718 0.515 -0.305
O 2.14030 0.52976 0.36668 -0.443 -0.876 -1.098
H -1.44540 -1.32721 -0.77470 0.227 -0.480 0.711
H -0.59558 -1.69170 0.93537 -1.923 -0.019 -0.966
H -2.14879 -0.54906 0.71508 0.714 -1.129 -0.107
H -0.09267 0.73725 1.13302 -0.384 -1.466 0.157
H -1.47320 1.59519 -0.56282 -1.273 0.976 0.502
H 0.21738 1.83849 -0.68136 -2.179 -0.474 -0.472
H 3.01710 0.16145 0.17364 -0.088 0.003 -0.110
```
Forces are in eV/Å.

***

C3H7NO2 | ωB97M-V with the def2-TZVPD basis set

Output
Energy above the lowest of the compared OMol25 structures with the same formula, charge and spin in kJ/mol: 412.1
E_LUMO in eV: 0.73
Frontier orbital gap in eV: 10.3
SMILES string: CONC(C)=O
Maximum force in hartree/bohr: 0.104

The geometry in XYZ format:
```
13
Properties=species:S:1:pos:R:3:forces:R:3
C 1.24650 -0.70262 -1.78959 -1.512 0.233 0.947
O -0.19605 -0.84505 -1.37067 2.016 0.259 0.047
N -0.55100 0.25495 -0.51648 -4.760 -2.261 -0.873
C -0.22812 -0.07811 0.83281 1.101 2.078 0.097
C -0.85572 0.88936 1.86044 0.059 -0.194 0.404
O 0.70004 -0.79775 1.09156 -0.471 -0.486 0.219
H 1.93658 -0.62904 -0.87271 -1.153 0.051 -1.572
H 1.18957 0.19697 -2.44583 0.855 -0.708 0.439
H 1.42254 -1.64875 -2.33191 0.060 0.675 0.141
H -1.73437 0.12956 -0.65542 4.195 1.098 0.775
H -0.89602 1.98918 1.39779 0.013 -2.510 1.208
H -1.95109 0.44475 1.98608 2.227 1.341 0.461
H -0.08286 0.79654 2.81393 -2.629 0.423 -2.294
```
Forces are in eV/Å.

***

C3H7NO2 | ωB97M-V with the def2-TZVPD basis set

Output
Energy above the lowest of the compared OMol25 structures with the same formula, charge and spin in kJ/mol: 643.4
E_LUMO in eV: -3.08
Frontier orbital gap in eV: 5.0
Maximum force in hartree/bohr: 0.118

The geometry in XYZ format:
```
13
Properties=species:S:1:pos:R:3:forces:R:3
C -0.18655 -1.04963 -0.54122 0.466 -0.852 4.173
C -0.69632 -0.61538 0.80260 0.787 -3.871 -0.442
O 2.12132 0.11837 0.64298 -1.087 0.078 -0.328
C -0.99265 0.33605 -0.44869 -2.505 5.370 -1.272
N -0.18031 1.46119 -0.42095 -0.049 -0.802 -1.288
O -2.15082 0.27410 -0.93810 2.294 -0.001 0.794
H 0.89942 -0.86491 -0.52801 0.326 0.306 -0.438
H -0.79191 -1.62420 -1.21190 -0.046 -0.418 -0.019
H -1.54997 -1.04565 1.29967 -1.113 0.020 -1.126
H -0.06227 -0.38461 1.66056 1.094 1.192 -1.317
H 3.00271 -0.05803 0.97533 0.077 0.080 -0.160
H 0.77901 1.32309 -0.07818 0.461 -0.549 0.521
H -0.19168 2.12962 -1.21409 -0.704 -0.553 0.904
```
Forces are in eV/Å.

***

C3H7NO2 | ωB97M-V with the def2-TZVPD basis set

Output
Energy above the lowest of the compared OMol25 structures with the same formula, charge and spin in kJ/mol: 120.7
E_LUMO in eV: 0.78
Frontier orbital gap in eV: 10.8
SMILES string: CC(=O)NCO
Maximum force in hartree/bohr: 0.047

The geometry in XYZ format:
```
13
Properties=species:S:1:pos:R:3:forces:R:3
C -0.82025 -1.02181 1.27390 -1.317 -0.966 -1.301
C 0.10307 -0.97467 0.07286 1.896 1.217 0.801
O 0.52052 -1.93450 -0.52719 -0.708 -0.262 -0.229
N 0.84366 0.23441 0.00072 -1.350 -0.292 -0.070
C 0.19841 1.51859 0.08590 1.913 1.299 -0.767
O -0.70487 1.82858 -0.94407 -1.064 -0.156 -0.022
H -1.81397 -0.55681 1.22827 0.645 0.857 -0.250
H -0.21153 -0.67064 2.09435 -0.287 -0.263 0.511
H -1.16621 -2.05732 1.27060 0.673 -0.228 0.797
H 1.63041 0.20070 -0.63750 -0.259 -0.137 -0.020
H 1.04408 2.23920 -0.01729 -0.379 -0.306 0.385
H -0.30797 1.78194 1.01121 -0.081 -0.661 0.150
H -0.44726 1.45131 -1.78771 0.319 -0.103 0.015
```
Forces are in eV/Å.

***

C3H7NO2 | ωB97M-V with the def2-TZVPD basis set

Output
Energy above the lowest of the compared OMol25 structures with the same formula, charge and spin in kJ/mol: 111.8
E_LUMO in eV: 0.80
Frontier orbital gap in eV: 11.2
SMILES string: [H]/N=C(/O)CCO
Maximum force in hartree/bohr: 0.010

The geometry in XYZ format:
```
13
Properties=species:S:1:pos:R:3:forces:R:3
H 1.38059 0.73056 0.89648 0.211 -0.076 -0.011
N 1.74748 -0.19383 0.68545 -0.340 -0.267 -0.291
C 0.95538 -0.80032 -0.10178 0.133 0.321 0.190
O 1.22444 -2.05197 -0.52266 0.205 -0.111 0.167
C -0.32952 -0.32099 -0.71492 -0.057 0.034 -0.023
C -0.76714 1.07337 -0.29187 0.065 -0.004 -0.336
O -1.20437 1.11658 1.05406 0.079 0.123 0.181
H 2.04059 -2.33834 -0.08438 -0.043 0.081 -0.038
H -1.10484 -1.05347 -0.46418 0.039 0.132 -0.050
H -0.19617 -0.35990 -1.80221 -0.075 0.012 0.075
H 0.04281 1.79607 -0.47771 -0.169 -0.101 0.046
H -1.61778 1.38053 -0.90723 0.109 -0.047 0.036
H -0.47782 1.41107 1.61144 -0.157 -0.097 0.054
```
Forces are in eV/Å.

***

C3H7NO2 | ωB97M-V with the def2-TZVPD basis set

Output
Energy above the lowest of the compared OMol25 structures with the same formula, charge and spin in kJ/mol: 1151.6
E_LUMO in eV: -0.56
Frontier orbital gap in eV: 8.9
Maximum force in hartree/bohr: 0.095

The geometry in XYZ format:
```
13
Properties=species:S:1:pos:R:3:forces:R:3
C -1.30558 -1.49382 -0.71342 -1.161 1.018 0.950
C 0.29397 0.03495 -0.16537 2.233 -0.616 -0.209
C 1.62155 0.53786 -0.48096 2.212 2.754 -0.185
H -1.25841 -1.98273 0.29059 -0.377 -0.393 -1.125
H -1.59455 -2.10252 -1.61313 0.403 0.511 1.249
H -2.09619 -0.59931 -0.45107 2.093 -2.033 -1.352
H 1.54335 1.92438 0.60199 0.720 -3.436 -2.963
H 2.79654 -0.77482 -0.00930 -2.761 3.284 -1.239
H 1.59019 0.88870 -2.09648 0.418 -1.043 4.729
H -0.99264 1.77111 1.86315 2.737 -0.356 -0.925
N -0.51619 0.32030 0.75914 0.069 2.091 1.132
O 0.06844 -1.00688 -0.91892 -3.143 -1.405 -1.108
O -0.07277 1.52678 1.45127 -3.442 -0.376 1.046
```
Forces are in eV/Å.

***

C3H7NO2 | ωB97M-V with the def2-TZVPD basis set

Output
Energy above the lowest of the compared OMol25 structures with the same formula, charge and spin in kJ/mol: 331.8
E_LUMO in eV: 0.56
Frontier orbital gap in eV: 9.0
SMILES string: N=C=CO.CO
Maximum force in hartree/bohr: 0.014

The geometry in XYZ format:
```
13
Properties=species:S:1:pos:R:3:forces:R:3
N 0.04823 -1.71208 -0.38598 -0.474 -0.193 -0.534
C 0.24957 -1.20374 0.70841 0.195 -0.110 -0.193
C 0.26089 -0.56967 1.84434 0.025 0.420 0.544
O -0.00565 -1.09828 3.08874 0.012 -0.190 0.011
H 0.81337 -2.18701 -0.85966 0.215 0.057 0.265
H 0.51899 0.47764 1.87670 0.029 0.008 -0.110
H -0.26395 -2.02161 3.00074 -0.017 0.010 0.023
C -0.09886 1.45908 -1.85754 0.027 -0.044 -0.289
O -0.42136 1.59932 -0.49554 -0.150 -0.016 0.461
H -0.94907 1.71082 -2.50061 0.081 -0.004 -0.034
H 0.23136 0.44101 -2.08700 0.013 0.055 -0.060
H 0.71490 2.15337 -2.05967 -0.013 -0.025 -0.073
H -1.09842 0.95116 -0.27293 0.056 0.033 -0.010
```
Forces are in eV/Å.